Record 1
DFT (ωB97M-V/def2-TZVPD) results for C33H41BrN2O6P2S2TeTm as an isolated structure.

* spin multiplicity: 4
* E_HOMO (spin up / spin down): -0.207 / -0.217 Eh
* ΔE to the lowest compared entry with this formula, charge and spin: 0.000 eV
* electronic energy: -7249.49878 a.u.
* ⟨S²⟩: 3.78
* molecular weight: 1064.22 g mol⁻¹

Geometry (Å):
Tm: 0.44 -0.04 -0.86
Br: 1.17 6.72 3.74
C: 0.83 5.55 2.33
C: -0.44 4.95 2.17
C: -0.64 3.97 1.17
C: 0.43 3.64 0.32
C: 1.68 4.23 0.46
C: 1.88 5.24 1.41
N: 0.20 2.56 -0.65
C: -0.61 2.97 -1.62
C: -0.71 2.29 -2.85
C: -1.01 2.99 -4.02
C: -0.97 2.30 -5.23
C: -0.56 0.97 -5.25
C: -0.38 0.28 -4.06
N: -0.49 0.92 -2.87
H: -1.25 5.19 2.90
H: -1.61 3.50 1.02
H: 2.49 3.94 -0.20
H: 2.84 5.75 1.44
H: -1.14 3.94 -1.50
H: -1.13 4.07 -3.97
H: -1.22 2.80 -6.16
H: -0.35 0.46 -6.18
H: -0.23 -0.80 -4.08
C: -0.67 -6.80 0.60
C: -0.40 -5.61 -0.33
O: -0.98 -4.46 0.43
P: -0.94 -2.89 0.31
S: 0.88 -2.23 0.80
S: -1.51 -2.03 -1.41
O: -2.00 -2.44 1.45
C: -2.47 -3.36 2.55
C: -3.89 -2.93 2.93
H: -0.43 -7.74 0.05
H: -1.73 -6.78 0.94
H: -0.04 -6.68 1.50
H: -0.93 -5.62 -1.27
H: 0.68 -5.37 -0.45
H: -1.74 -3.25 3.38
H: -2.46 -4.35 2.16
H: -3.97 -1.88 3.25
H: -4.30 -3.59 3.71
H: -4.51 -3.07 2.01
Te: -3.14 0.98 -0.12
C: -4.34 0.96 -1.86
C: -4.01 0.06 -2.89
C: -4.83 -0.05 -3.99
C: -5.99 0.68 -4.05
C: -6.31 1.62 -3.09
C: -5.51 1.76 -1.98
H: -3.07 -0.52 -2.81
H: -4.50 -0.68 -4.82
H: -6.60 0.64 -4.96
H: -7.19 2.26 -3.22
H: -5.69 2.54 -1.21
C: 3.18 -2.24 -3.08
C: 3.13 -1.03 -2.21
O: 2.00 -0.35 -2.21
C: 4.15 -0.73 -1.27
C: 4.06 0.46 -0.48
C: 4.85 0.60 0.65
C: 5.67 -0.48 1.07
C: 5.82 -1.61 0.26
C: 5.11 -1.71 -0.92
H: 2.22 -2.39 -3.59
H: 3.43 -3.12 -2.47
H: 3.95 -2.23 -3.87
H: 3.38 1.28 -0.75
H: 4.90 1.51 1.30
H: 6.24 -0.45 2.00
H: 6.49 -2.42 0.59
H: 5.31 -2.54 -1.59
C: 2.56 2.19 4.27
O: 1.75 2.09 3.10
P: 1.10 0.72 2.50
O: -0.09 0.23 3.53
C: -1.16 1.08 3.97
O: 2.30 -0.27 2.87
C: 2.21 -1.49 3.68
H: 3.63 2.21 4.04
H: 2.36 1.40 4.99
H: 2.35 3.15 4.77
H: -0.93 2.13 3.76
H: -1.27 0.92 5.05
H: -2.09 0.81 3.42
H: 1.22 -1.91 3.54
H: 2.47 -1.24 4.72
H: 3.03 -2.16 3.31

=====

Record 2
DFT (ωB97M-V/def2-TZVPD) results for C33H41CsN4O2 as an isolated structure.

* spin multiplicity: 1
* E_HOMO: -0.247 Eh
* ΔE to the lowest compared entry with this formula, charge and spin: 0.000 eV
* electronic energy: -1671.75314 a.u.
* molecular weight: 658.62 g mol⁻¹

Geometry (Å):
Cs: -0.38 -0.64 -0.66
C: 5.70 -0.20 1.45
C: 5.98 -0.20 -0.06
C: 5.48 1.09 -0.71
C: 5.49 -1.45 -0.78
C: 6.43 -2.24 -1.42
C: 6.06 -3.37 -2.14
C: 4.72 -3.71 -2.21
C: 3.74 -2.95 -1.58
C: 2.29 -3.36 -1.77
C: 1.87 -3.19 -3.23
C: 2.02 -4.78 -1.27
C: 4.13 -1.82 -0.84
N: 3.20 -0.98 -0.20
C: 2.55 -1.42 0.81
C: 1.61 -0.62 1.55
C: 1.48 0.78 1.60
C: 0.24 1.03 2.20
C: -0.32 -0.25 2.47
N: 0.51 -1.23 2.09
C: -1.62 -0.54 3.20
C: -1.35 -0.58 4.71
C: -2.17 -1.90 2.76
C: -2.66 0.54 2.90
H: 6.29 0.58 1.93
H: 5.95 -1.16 1.90
H: 4.65 0.01 1.66
H: 7.07 -0.22 -0.17
H: 4.39 1.15 -0.63
H: 5.75 1.12 -1.77
H: 5.92 1.95 -0.22
H: 7.48 -1.97 -1.36
H: 6.81 -3.98 -2.63
H: 4.43 -4.58 -2.79
H: 1.66 -2.69 -1.18
H: 2.45 -3.85 -3.88
H: 2.03 -2.17 -3.57
H: 0.81 -3.44 -3.36
H: 2.59 -5.51 -1.84
H: 0.96 -5.02 -1.38
H: 2.28 -4.88 -0.22
H: 2.64 -2.47 1.13
H: 2.20 1.50 1.24
H: -0.18 1.99 2.45
H: -0.61 -1.35 4.95
H: -2.27 -0.80 5.27
H: -0.96 0.38 5.06
H: -1.43 -2.69 2.93
H: -2.42 -1.90 1.70
H: -3.08 -2.14 3.32
H: -2.32 1.52 3.24
H: -3.60 0.31 3.42
H: -2.85 0.60 1.83
O: -7.01 2.39 1.39
C: -6.68 1.02 1.50
C: -5.56 0.69 0.55
C: -5.24 -0.63 0.27
C: -4.16 -0.89 -0.55
N: -3.40 0.05 -1.10
C: -3.71 1.32 -0.84
C: -4.78 1.68 -0.03
C: -2.84 2.38 -1.45
C: -3.40 3.59 -1.84
C: -2.58 4.57 -2.37
C: -3.12 5.89 -2.84
O: -4.47 6.01 -2.47
C: -1.22 4.29 -2.48
C: -0.76 3.05 -2.07
N: -1.55 2.10 -1.57
H: -7.56 2.63 2.14
H: -7.54 0.38 1.27
H: -6.34 0.77 2.51
H: -5.82 -1.44 0.69
H: -3.89 -1.92 -0.79
H: -4.99 2.72 0.19
H: -4.46 3.77 -1.75
H: -3.00 5.95 -3.93
H: -2.51 6.69 -2.40
H: -4.84 6.79 -2.89
H: -0.53 5.02 -2.88
H: 0.29 2.81 -2.15